{
  "formula": "C11H9F6IrN4O9S3",
  "method": "ωB97M-V/def2-TZVPD",
  "total_charge": 0,
  "gap_ha": 0.3218,
  "lumo_energy_ha": -0.0094,
  "multiplicity": 1,
  "species": ["Ir", "O", "C", "C", "C", "N", "C", "C", "C", "O", "O", "C", "O", "O", "H", "H", "H", "F", "C", "F", "F", "S", "O", "O", "N", "S", "O", "O", "C", "F", "F", "F", "C", "N", "C", "N", "S", "H", "H", "H", "H", "H", "H"],
  "coordinates": [[0.135855, 0.494334, -0.339305], [-0.927158, 4.774474, 3.587573], [-0.552128, 3.852252, 2.684646], [0.398429, 2.868761, 2.972328], [0.707224, 1.962858, 1.985005], [0.133371, 2.067588, 0.790940], [-0.830324, 2.947658, 0.504251], [-1.190090, 3.885068, 1.439750], [-1.514424, 2.713990, -0.852192], [-2.288888, 3.540316, -1.266750], [-1.154920, 1.613029, -1.463239], [1.599765, 0.732175, 2.129408], [2.264567, 0.579213, 3.123602], [1.575458, -0.060572, 1.085549], [-0.451421, 4.649288, 4.416780], [0.872738, 2.775912, 3.941006], [-1.965492, 4.604102, 1.217736], [-0.102761, -2.344293, 2.672846], [-1.416545, -2.190196, 2.731347], [-1.994782, -3.359762, 2.962144], [-1.718156, -1.346344, 3.714293], [-2.046615, -1.472474, 1.154266], [-1.342613, -0.181793, 1.092892], [-3.462171, -1.408345, 1.255839], [-1.488698, -2.551267, 0.156816], [-1.090567, -2.357507, -1.337010], [-0.131706, -1.262728, -1.543627], [-0.716971, -3.583152, -1.955715], [-2.621700, -1.785833, -2.197244], [-2.380657, -1.703542, -3.499704], [-2.978457, -0.599615, -1.729372], [-3.591648, -2.662916, -1.978822], [2.907029, -2.363830, -3.521060], [2.508188, -0.999650, -3.218937], [2.530557, -0.466188, -2.008222], [3.124009, -1.088565, -1.004257], [1.813367, 1.118611, -1.814210], [2.474482, -2.644741, -4.476322], [2.512859, -3.048382, -2.766949], [3.991806, -2.459540, -3.582956], [1.978743, -0.481188, -3.900503], [3.442756, -2.038452, -1.108040], [2.987670, -0.718763, -0.054566]],
  "forces_ev_per_a": [[0.5, -0.1, 0.0], [0.0, 0.0, 0.0], [0.0, 0.0, 0.0], [0.1, 0.0, 0.0], [0.0, 0.0, 0.0], [-0.3, -0.1, 0.0], [0.0, 0.0, 0.0], [0.0, 0.1, 0.0], [0.3, 0.1, -0.1], [-0.1, 0.0, 0.0], [-0.4, 0.0, 0.3], [0.1, 0.2, -0.3], [0.0, 0.0, 0.1], [-0.2, -0.3, 0.1], [0.0, 0.0, 0.0], [0.0, 0.0, 0.0], [0.0, 0.0, 0.0], [0.0, 0.0, 0.0], [0.0, 0.0, 0.0], [0.0, 0.0, 0.0], [0.0, 0.0, 0.0], [0.2, -0.3, 0.1], [-0.1, 0.2, -0.3], [0.0, 0.0, 0.0], [-0.1, 0.2, -0.1], [0.0, -0.2, 0.1], [0.2, 0.1, -0.1], [0.0, 0.0, 0.1], [0.0, -0.1, 0.0], [0.0, 0.0, 0.0], [0.0, 0.0, 0.0], [0.0, 0.0, 0.0], [0.0, 0.0, 0.0], [-0.1, -0.1, 0.1], [0.2, 0.1, 0.0], [-0.2, 0.1, 0.3], [-0.1, 0.1, 0.1], [0.0, 0.0, 0.0], [0.0, 0.0, 0.0], [0.0, 0.0, 0.0], [0.0, 0.0, 0.0], [0.0, 0.0, 0.0], [-0.1, -0.1, -0.3]]
}